[1]
Formula: C40H44N2O2P2PtSSi
Source: the OMol25 dataset
Level of theory: ωB97M-V/def2-TZVPD

Results
- DFT total energy: -3300.51718 Ha
- LUMO: 0.31 eV
- Orbital gap: 8.4 eV
- Max |F|: 0.0036 hartree/bohr
- Energy relative to the best compared isomer or geometry (same formula, charge and spin): 17.7 kJ/mol

ORCA input file:
```
! wB97M-V def2-TZVPD RIJCOSX def2/J DEFGRID3
* xyz 0 1
Pt -0.1778 0.3341 0.7520
C -7.0886 2.8237 -1.7534
S -5.9001 3.8299 -2.6620
C -4.8284 4.3397 -1.2916
C -4.0320 3.2166 -0.6410
C -3.0939 2.5295 -1.6333
N -2.0819 1.6743 -1.0170
P -2.2166 0.1328 -0.2811
C -3.8400 0.0656 0.5037
C -4.9878 -0.3552 -0.1630
C -6.2167 -0.2994 0.4789
C -6.2986 0.1704 1.7836
C -5.1513 0.5681 2.4577
C -3.9200 0.5115 1.8229
C -2.2561 -1.1040 -1.6036
C -1.7222 -2.3560 -1.2993
C -1.6840 -3.3483 -2.2671
C -2.1617 -3.0928 -3.5450
C -2.6727 -1.8411 -3.8599
C -2.7194 -0.8478 -2.8924
P -0.5384 2.1485 -0.4782
C -0.7869 3.6384 0.5253
C -0.9019 3.4791 1.9058
C -1.2630 4.5604 2.6987
C -1.5071 5.7978 2.1218
C -1.3867 5.9629 0.7471
C -1.0283 4.8875 -0.0498
C 0.3743 2.6932 -1.9392
C 0.1746 2.0276 -3.1467
C 0.9450 2.3473 -4.2537
C 1.9274 3.3234 -4.1580
C 2.1443 3.9759 -2.9527
C 1.3738 3.6607 -1.8441
H -7.8489 2.5073 -2.4654
H -7.5660 3.4081 -0.9667
H -6.6245 1.9383 -1.3222
H -5.4407 4.8524 -0.5476
H -4.1528 5.0845 -1.7195
H -4.7097 2.4831 -0.2000
H -3.4511 3.6351 0.1839
H -2.5655 3.2861 -2.2249
H -3.6815 1.9493 -2.3454
H -4.9216 -0.7322 -1.1767
H -7.1101 -0.6282 -0.0367
H -7.2591 0.2114 2.2813
H -5.2123 0.9130 3.4816
H -3.0155 0.8000 2.3508
H -1.2909 -2.5411 -0.3214
H -1.2563 -4.3127 -2.0269
H -2.1214 -3.8654 -4.3022
H -3.0313 -1.6359 -4.8605
H -3.1073 0.1295 -3.1511
H -0.7189 2.5094 2.3590
H -1.3503 4.4292 3.7693
H -1.7882 6.6389 2.7428
H -1.5733 6.9295 0.2966
H -0.9421 5.0212 -1.1215
H -0.5825 1.2534 -3.2147
H 0.7832 1.8281 -5.1893
H 2.5313 3.5691 -5.0218
H 2.9214 4.7246 -2.8723
H 1.5606 4.1584 -0.9012
O 0.2606 -3.1206 1.2488
C 0.0052 -2.4588 2.2346
N -0.2661 -1.1091 2.2601
C -0.6005 -0.7061 3.5302
O -0.9464 0.4150 3.8584
C -0.4901 -1.8996 4.4338
C -0.6987 -2.0374 5.7887
C -0.5063 -3.3043 6.3368
C -0.1255 -4.3812 5.5418
C 0.0756 -4.2286 4.1711
C -0.1126 -2.9697 3.6439
H -0.9956 -1.1927 6.3963
H -0.6541 -3.4574 7.3982
H 0.0159 -5.3519 5.9996
H 0.3698 -5.0582 3.5418
C 3.7481 1.0406 -1.1350
Si 2.9615 -0.2045 0.0391
C 4.3363 -1.0543 1.0010
C 2.1121 -1.4736 -1.0531
C 1.8187 0.6556 1.2566
H 4.5341 0.5446 -1.7117
H 4.2002 1.8867 -0.6110
H 3.0200 1.4334 -1.8483
H 5.0479 -1.5483 0.3343
H 3.9224 -1.8129 1.6702
H 4.8882 -0.3354 1.6113
H 2.8268 -1.8656 -1.7829
H 1.2825 -1.0202 -1.6044
H 1.7027 -2.3046 -0.4757
H 2.0980 1.7142 1.3027
H 1.9852 0.2441 2.2568
*
```

---

[2]
Formula: C54H48N3O
Source: the OMol25 dataset
Level of theory: ωB97M-V/def2-TZVPD

Results
- DFT total energy: -2325.76907 Ha
- LUMO: -3.79 eV
- Orbital gap: 6.0 eV
- Max |F|: 0.0959 hartree/bohr
- Energy relative to the best compared isomer or geometry (same formula, charge and spin): 19.6 kJ/mol

ORCA input file:
```
! wB97M-V def2-TZVPD RIJCOSX def2/J DEFGRID3
* xyz 1 1
C -5.4508 0.4084 1.1229
C -4.1013 0.9727 0.7794
C -3.0261 0.8234 1.6567
C -1.7714 1.3994 1.3858
C -0.7096 1.3907 2.4483
C -1.5655 1.9923 0.1328
N -0.2804 2.5279 -0.2035
C 0.9172 1.8688 -0.4221
C 1.3363 0.5292 -0.0034
C 0.3877 -0.6268 -0.0660
C 0.2869 -1.3756 1.1233
C -0.5796 -0.6846 -1.1237
C -0.3308 -0.1275 -2.3950
C -1.3210 -0.1491 -3.3693
C -2.5706 -0.7137 -3.0858
C -2.8217 -1.2971 -1.8418
C -1.8317 -1.2968 -0.8698
O 2.4567 0.3637 0.5318
N 1.8333 2.8217 -0.6664
C 3.2537 2.7376 -0.6817
C 3.9189 1.8425 -1.5422
C 3.2161 0.9557 -2.5143
C 5.3119 1.7726 -1.4692
C 6.0436 2.6014 -0.6159
C 7.5422 2.5305 -0.6165
C 5.3533 3.4678 0.2372
C 3.9571 3.5441 0.2273
C 3.2613 4.4092 1.2264
N 1.2458 4.0725 -0.7274
C -0.0158 3.8904 -0.4326
C -0.9623 4.9943 -0.3206
C -0.7212 6.0937 -1.1768
C -1.5989 7.1752 -1.2015
C -2.6848 7.2152 -0.3162
C -2.8877 6.1696 0.5943
C -2.0243 5.0728 0.6141
C -2.6241 2.1450 -0.7726
C -2.4712 2.8031 -2.1134
C -3.8852 1.6456 -0.4209
H -6.1931 0.7175 0.3802
H -5.4309 -0.6899 1.1477
H -5.7825 0.7543 2.1109
H -3.1626 0.2970 2.6062
H -0.2319 2.3762 2.5607
H -1.1846 1.1193 3.4032
H 0.0783 0.6493 2.2534
H 0.3936 -2.5595 0.6446
H 1.1075 -1.2361 1.8319
H -0.6988 -1.3152 1.6107
H 0.6569 0.2936 -2.5883
H -1.1175 0.2905 -4.3486
H -3.3623 -0.7098 -3.8353
H -3.7843 -1.7626 -1.6192
H -2.0018 -1.7435 0.1150
H 3.9523 0.5827 -3.2382
H 2.7910 0.0725 -2.0161
H 2.4276 1.4773 -3.0700
H 5.8329 1.0486 -2.1020
H 7.9664 3.3438 -0.0211
H 7.8889 1.5766 -0.1985
H 7.9313 2.6000 -1.6397
H 5.9096 4.0899 0.9452
H 4.0184 4.9736 1.7838
H 2.5807 5.1192 0.7447
H 2.6899 3.8196 1.9594
H 0.1521 6.0571 -1.8315
H -1.4268 7.9906 -1.9062
H -3.3670 8.0665 -0.3259
H -3.7222 6.2101 1.2984
H -2.1585 4.2730 1.3461
H -3.1653 2.3373 -2.8296
H -2.7213 3.8749 -2.0575
H -1.4548 2.6975 -2.5148
H -4.7149 1.7706 -1.1214
C 0.0643 -3.7248 0.7242
C -0.7836 -3.7814 1.9870
C -0.2667 -3.1825 3.1559
C -1.0591 -2.9589 4.2767
C -2.3945 -3.3759 4.2759
C -2.8897 -4.0624 3.1658
C -2.0911 -4.2820 2.0320
C -0.5615 -4.2904 -0.5366
C 0.3487 -5.1780 -1.1722
C 0.0298 -5.8441 -2.3548
C -1.2277 -5.6377 -2.9250
C -2.1648 -4.8290 -2.2688
C -1.8550 -4.2178 -1.0449
C 1.4804 -5.3950 -0.2793
C 1.3123 -4.5872 0.8689
C 2.1449 -4.7907 1.9631
C 3.0837 -5.8364 1.9294
C 3.2303 -6.6396 0.7851
C 2.4404 -6.4001 -0.3412
H 0.7645 -2.8207 3.1910
H -0.6352 -2.4435 5.1400
H -3.0372 -3.1636 5.1288
H -3.9198 -4.4193 3.1619
H -2.4909 -4.8572 1.1951
H 0.7687 -6.5055 -2.8045
H -1.5034 -6.1514 -3.8453
H -3.1544 -4.6829 -2.6994
H -2.6440 -3.6960 -0.5024
H 2.0672 -4.1779 2.8531
H 3.6970 -6.0342 2.8083
H 3.9360 -7.4736 0.7924
H 2.5283 -6.9885 -1.2498
*
```

---

[3]
Formula: C31H28CsN9O2S2
Source: the OMol25 dataset
Level of theory: ωB97M-V/def2-TZVPD

Results
- DFT total energy: -2658.00200 Ha
- LUMO: 3.83 eV
- Orbital gap: 5.4 eV
- Max |F|: 0.0355 hartree/bohr
- Energy relative to the best compared isomer or geometry (same formula, charge and spin): 96.1 kJ/mol

ORCA input file:
```
! wB97M-V def2-TZVPD RIJCOSX def2/J DEFGRID3
* xyz -2 1
Cs 0.0100 0.6069 0.4682
C 6.1587 2.3832 -3.0388
C 4.8889 3.1514 -2.6781
N 4.4879 2.9793 -1.3059
C 3.8088 1.8561 -0.8358
S 2.9755 0.8859 -1.9408
N 3.9381 1.7632 0.4831
N 3.1859 0.8009 1.0856
C 3.4999 0.5651 2.3099
C 4.6861 1.1927 2.9960
C 2.6226 -0.3490 3.0761
C 2.5826 -0.2696 4.4710
C 1.7154 -1.0949 5.1715
C 0.9175 -1.9755 4.4690
C 1.0289 -1.9922 3.0827
N 1.8586 -1.2200 2.3979
H 6.4226 2.5179 -4.0911
H 5.9974 1.3202 -2.8561
H 7.0041 2.7153 -2.4302
H 4.0640 2.8036 -3.3006
H 5.0279 4.2228 -2.8647
H 5.0771 3.3818 -0.5907
H 5.4296 1.4543 2.2473
H 5.1137 0.5125 3.7346
H 4.4140 2.1186 3.5148
H 3.1990 0.4517 4.9900
H 1.6479 -1.0252 6.2517
H 0.1794 -2.6076 4.9432
H 0.3841 -2.6491 2.5101
N -2.2180 -3.7110 -0.8047
C -1.6788 -2.4783 -0.6617
N -1.5315 -1.5906 -1.5772
C -1.9265 -1.9241 -2.8690
N -1.9355 -1.0791 -3.8375
N -1.2675 0.1150 -3.5803
C -1.9379 1.0644 -3.0757
C -1.2379 2.2967 -2.6799
C -1.8740 3.2351 -1.8665
C -1.1424 4.3237 -1.4203
C 0.1890 4.4332 -1.7938
C 0.7318 3.4473 -2.6146
N 0.0377 2.4138 -3.0551
C -2.4443 -3.2820 -3.1286
C -2.7943 -3.7206 -4.4069
C -3.3213 -4.9834 -4.6007
C -3.5054 -5.8325 -3.5107
C -3.1505 -5.4295 -2.2391
C -2.6107 -4.1555 -2.0475
H -2.4606 -4.1764 0.0708
H -1.4725 -2.2679 0.3840
H -2.9882 0.9610 -2.7976
H -2.8991 3.0815 -1.5560
H -1.5984 5.0561 -0.7657
H 0.8101 5.2488 -1.4460
H 1.7770 3.4712 -2.9096
H -2.6459 -3.0341 -5.2292
H -3.5931 -5.3148 -5.5951
H -3.9241 -6.8207 -3.6601
H -3.2818 -6.0834 -1.3861
O -1.1290 -0.2468 2.7819
C -2.2507 0.0346 2.3134
O -2.4592 0.8924 1.4139
C -3.4822 -0.6928 2.8585
C -4.5010 0.1506 3.2938
C -5.6813 -0.3238 3.8449
C -5.8585 -1.6977 3.9378
C -4.8671 -2.5502 3.4922
C -3.6495 -2.0963 2.9503
S -2.4972 -3.3330 2.4632
H -4.3453 1.2161 3.1693
H -6.4493 0.3646 4.1813
H -6.7739 -2.1100 4.3526
H -5.0089 -3.6227 3.5560
*
```

---

[4]
Formula: C3H19FO9S
Source: the OMol25 dataset
Level of theory: ωB97M-V/def2-TZVPD

Results
- DFT total energy: -1300.73998 Ha
- LUMO: -0.89 eV
- Orbital gap: 10.3 eV
- Max |F|: 0.0528 hartree/bohr

ORCA input file:
```
! wB97M-V def2-TZVPD RIJCOSX def2/J DEFGRID3
* xyz 0 1
C 2.8361 -0.6205 0.3128
C 1.8473 -1.0963 1.4263
C 0.7438 -2.0584 0.8615
O -0.5896 -1.6920 1.2786
S -1.3126 -0.5750 0.2949
O -1.1408 -0.9365 -1.1330
O -0.4735 0.9206 0.4119
F -0.8469 1.4710 1.6830
H 3.5400 -1.4381 0.1126
H 3.3494 0.2759 0.6876
H 2.2685 -0.3527 -0.5917
H 2.4311 -1.6219 2.1975
H 1.3295 -0.2568 1.9125
H 0.9399 -3.0402 1.3222
H 0.8465 -2.2129 -0.2215
O -0.9787 4.2503 -0.2253
H -0.8367 3.3784 0.1535
H -0.8888 4.1094 -1.1748
O 0.3686 6.5449 -1.3594
H -0.3348 7.1980 -1.4225
H 0.0482 5.9166 -0.6956
O -1.6053 -2.9141 3.7890
H -1.4993 -3.8644 3.6914
H -1.2203 -2.5478 2.9846
O 0.0107 5.9753 -4.5137
H -0.0574 6.0764 -3.5560
H 0.8739 6.3398 -4.7225
O -2.9862 -3.8830 -0.8535
H -2.8288 -3.9495 0.0949
H -2.4372 -3.1397 -1.1304
O -0.4678 -5.4931 -0.1446
H 0.2267 -5.6435 -0.7910
H -1.2042 -5.1431 -0.6662
*
```

---

[5]
Formula: C22H45BeBrCl4KLi2N4O6P2
Source: the OMol25 dataset
Level of theory: ωB97M-V/def2-TZVPD

Results
- DFT total energy: -7262.52234 Ha
- LUMO: -4.33 eV
- Orbital gap: 3.2 eV
- Max |F|: 0.0371 hartree/bohr

ORCA input file:
```
! wB97M-V def2-TZVPD RIJCOSX def2/J DEFGRID3
* xyz 1 1
C 0.3435 3.2512 5.3476
P -1.0215 3.2071 4.0711
N -1.8152 1.9300 4.6566
O -2.0869 4.5442 4.1846
H 0.1132 3.7079 6.3058
H 0.2519 2.1830 5.2657
H 1.3092 3.6320 5.0303
H -1.0460 1.2827 4.4407
H -2.1736 4.8347 3.2597
Li -0.7321 0.5926 5.9964
Li -1.0352 6.0960 3.8556
O -3.2272 4.0163 1.6000
P -4.4438 4.8769 1.9449
O -5.2800 4.2288 3.0387
O -5.4096 4.9106 0.7700
O -3.9870 6.2701 2.3477
C 2.0079 -0.2353 0.6631
C 0.5936 -0.1693 1.2371
C -0.4069 -1.1199 0.5942
C -0.8191 -0.9151 -0.8547
N -1.6642 0.2917 -1.2367
C -0.8348 1.5151 -1.4883
C -0.1529 1.2726 -2.8353
C -1.0800 0.2921 -3.5930
C -2.2109 0.0102 -2.6129
C -2.8724 0.5463 -0.3314
C -2.7396 1.4785 0.8819
C -3.2025 0.8216 2.1740
H 2.0530 0.0019 -0.4178
H 2.6571 0.4738 1.1791
H 2.4313 -1.2345 0.7965
H 0.2308 0.8626 1.2158
H 0.6134 -0.4449 2.3115
H -1.2979 -1.1865 1.2227
H 0.0293 -2.1242 0.6341
H -1.4333 -1.7675 -1.1459
H 0.0586 -0.9040 -1.5035
H -1.5276 2.3533 -1.5333
H -0.1289 1.6674 -0.6787
H 0.8300 0.8265 -2.6960
H 0.0066 2.2069 -3.3666
H -0.5497 -0.6210 -3.8598
H -1.4632 0.7156 -4.5187
H -2.5909 -1.0054 -2.6453
H -3.0287 0.7059 -2.7748
H -3.2466 -0.4360 -0.0426
H -3.6015 0.9908 -1.0029
H -3.3915 2.3363 0.7108
H -1.7398 1.8996 0.9958
H -4.1336 0.2686 2.0151
H -3.3909 1.5756 2.9326
H -2.4619 0.1447 2.5831
N -2.8671 -2.3604 -4.9977
C -2.5450 -3.6365 -4.7388
C -3.4493 -4.6862 -4.8164
C -4.7614 -4.3981 -5.1708
C -5.1159 -3.0838 -5.4356
C -4.1365 -2.1040 -5.3361
H -1.5103 -3.8110 -4.4593
H -3.1381 -5.6984 -4.5976
H -5.4979 -5.1881 -5.2322
H -6.1296 -2.8229 -5.7058
H -4.3671 -1.0621 -5.5313
K -2.5746 -3.2445 -7.3304
C 2.8860 7.2752 5.1312
Cl 1.7174 6.9602 3.8107
Cl 3.5331 5.7425 5.6940
Cl 4.1733 8.2802 4.4970
Cl 2.0578 8.0988 6.4429
Be 3.2839 1.1758 -1.6105
C 6.6638 -2.9779 0.4820
C 6.8295 -4.1633 -0.4650
C 5.9688 -4.0656 -1.7299
O 4.5947 -4.3517 -1.5426
C 3.8207 -3.2882 -1.0346
N 6.5888 -5.3984 0.2827
H 5.7381 -3.0417 1.0535
H 7.4826 -2.9573 1.1986
H 6.6694 -2.0310 -0.0619
H 7.8709 -4.1743 -0.7986
H 6.3234 -4.8158 -2.4405
H 6.0891 -3.0856 -2.2124
H 4.1679 -2.3176 -1.4055
H 3.8134 -3.2888 0.0585
H 2.7918 -3.4412 -1.3667
H 6.8062 -6.1988 -0.3034
H 5.5896 -5.4762 0.4485
Br -0.6689 -1.0213 4.0993
*
```

---

[6]
Formula: C6H9NO3S
Source: the OMol25 dataset
Level of theory: ωB97M-V/def2-TZVPD

Results
- SMILES: O[C@@]12N[C@@H]1CCCO2.O=C=S
- DFT total energy: -912.63673 Ha
- LUMO: 0.49 eV
- Orbital gap: 9.4 eV
- Max |F|: 0.0588 hartree/bohr
- Energy relative to the best compared isomer or geometry (same formula, charge and spin): 163.3 kJ/mol

ORCA input file:
```
! wB97M-V def2-TZVPD RIJCOSX def2/J DEFGRID3
* xyz 0 1
C -0.6193 0.9373 3.1920
C -0.1993 1.2053 -1.2050
C -1.3049 0.2299 -0.6746
C 1.0873 0.5983 -1.6455
C -0.6281 -0.9094 0.1591
C 0.8624 -1.0293 0.0588
N -0.0288 -1.8970 -0.6905
O 0.2255 0.4574 3.7885
O 1.7134 -0.1022 -0.5319
O 1.4772 -1.6172 1.1642
S -1.6350 1.7614 2.3316
H -0.7519 1.7884 -1.8846
H 0.0229 1.8917 -0.3997
H -2.1882 0.8062 -0.1889
H -1.6695 -0.2865 -1.5449
H 1.0024 -0.0083 -2.5640
H 1.8132 1.3745 -1.7279
H -1.1392 -1.4041 1.0220
H -0.0544 -2.8427 -0.4081
H 2.0144 -0.9538 1.7492
*
```